Below is a 12-piece molecular cluster, C60H144N12 overall at a distorted geometry, with properties calculated with wB97M-V/def2-TZVPD.

Cartesian coordinates (Å):
H  -2.125  -1.786  5.895
H  -4.506  -2.003  3.872
H  -5.524  -1.539  1.812
C  0.924  -3.195  -5.277
C  -3.861  -3.625  -3.520
H  -5.381  -1.585  -6.791
H  -4.399  3.020  0.384
H  2.449  -2.630  4.666
C  -2.352  -4.023  2.424
H  -1.420  1.100  -4.840
C  1.938  -4.557  -7.093
H  2.872  9.432  0.796
C  -1.782  4.305  3.374
H  1.077  7.995  0.162
H  3.626  2.962  2.964
C  -2.904  0.919  6.199
C  -1.392  1.549  -3.885
N  2.793  6.709  0.194
H  -1.408  -4.416  2.892
H  -2.493  -4.972  -4.626
C  -0.858  -0.373  0.334
H  3.561  7.206  -1.750
H  3.936  2.178  0.162
C  -2.835  1.656  -3.350
H  0.481  -1.974  8.167
H  -4.267  -4.764  1.718
H  -2.859  -5.806  1.280
H  -3.654  -2.706  -2.907
N  1.122  -3.389  -6.750
H  3.486  4.036  1.484
H  1.933  -3.316  -4.765
H  1.117  0.741  2.802
H  -4.147  -4.587  -6.038
H  -3.419  2.257  -4.146
H  -5.558  -3.556  -6.398
H  1.841  0.052  -0.574
H  -0.793  0.944  -3.182
H  -2.913  -2.964  6.786
H  3.253  -1.509  -0.939
N  0.520  -3.988  0.978
H  -3.850  -2.053  5.638
C  1.515  -3.506  1.268
C  -0.649  -0.463  3.346
C  -2.279  3.027  4.027
C  3.439  5.108  -1.533
C  0.268  -1.903  -4.916
H  1.975  -1.419  -2.071
C  2.649  -2.179  5.653
C  0.371  6.097  0.785
H  0.451  -4.022  -4.753
C  1.366  -1.624  7.596
C  -4.228  -2.624  3.024
H  2.636  4.429  -1.196
C  0.364  3.351  6.625
H  5.523  0.898  -4.564
H  -3.761  -0.939  1.633
H  -3.148  4.713  -3.033
H  -0.204  -0.642  -1.744
C  -0.688  -1.191  -0.941
H  -1.680  -0.372  3.340
H  -0.208  1.533  5.518
H  3.076  -3.574  2.641
H  0.849  -3.935  4.267
N  2.371  5.783  3.729
H  -2.311  3.402  -0.497
H  -1.750  -3.943  4.768
H  0.145  4.437  6.684
C  2.693  4.823  3.163
C  -5.030  -4.099  -5.618
C  2.772  -2.947  1.824
H  -2.143  -3.436  1.496
H  -0.469  -1.586  3.141
H  1.801  -4.889  -8.141
H  -4.763  1.124  -1.943
H  -0.811  -1.974  -5.057
H  -0.725  4.436  3.565
N  5.022  -0.666  1.079
H  2.095  3.083  2.151
C  -4.357  2.058  -1.459
H  0.577  0.332  7.315
C  0.737  1.870  -0.434
H  -1.383  0.594  0.271
H  -3.528  3.023  6.380
H  4.790  7.180  0.396
C  2.880  6.494  -1.255
C  1.459  7.126  0.733
H  -3.428  0.589  7.087
H  -3.182  -2.592  -6.015
H  -3.273  0.676  -3.309
H  -4.256  -2.339  0.791
H  -5.435  -0.616  -5.341
N  -2.860  -3.058  3.364
H  -4.918  -3.504  2.989
C  3.846  7.625  0.726
H  1.249  -4.068  7.309
H  -3.382  3.038  4.071
H  4.965  -2.000  -2.718
H  4.557  9.658  0.695
N  -2.951  2.130  -1.972
H  -6.070  -5.955  -5.951
H  1.923  -5.000  5.140
H  3.530  0.504  -5.396
H  5.790  -0.803  -4.652
H  0.118  -5.200  5.172
H  4.357  4.928  -0.910
C  5.507  -0.020  -4.000
H  0.214  3.046  4.582
C  4.869  0.338  0.544
H  0.112  2.942  7.589
H  1.555  0.958  -3.084
H  -5.213  -5.895  -4.452
H  1.908  6.543  -1.740
H  -1.970  0.314  6.092
C  3.023  0.112  -4.450
H  -2.333  5.101  3.809
H  -1.417  -1.015  0.996
N  1.309  -2.203  6.295
H  -2.084  2.563  7.403
H  7.455  -0.246  -3.170
H  -3.281  -1.609  -4.564
H  0.064  5.769  -0.218
H  1.513  2.461  -0.950
H  -0.916  2.479  -4.033
N  0.412  -0.181  1.032
C  -2.518  -4.265  -3.787
H  -3.483  -4.407  4.930
H  2.459  -0.718  -4.804
H  2.374  0.278  7.333
H  0.915  -3.549  -9.487
H  -2.061  2.089  3.547
C  3.386  -4.435  -6.819
C  2.949  -1.909  -1.962
C  -3.001  4.764  -1.978
H  4.296  1.219  -1.207
H  -1.793  -3.435  -3.908
C  3.707  -2.989  6.374
H  0.415  -1.743  -3.802
H  1.439  0.180  8.823
C  1.454  -0.149  7.770
C  -3.852  -2.128  -5.331
C  4.002  -1.640  -3.047
N  -1.710  3.037  5.428
C  6.500  0.136  -2.875
H  -4.230  -0.403  -6.685
C  -2.346  3.429  -1.600
N  4.123  -0.225  -3.438
H  -4.498  -4.142  -2.832
C  2.133  1.292  -3.998
H  -4.963  2.903  -1.919
H  3.853  7.523  1.832
H  0.035  1.537  -1.204
H  3.603  -4.064  -5.761
C  -5.855  -5.280  -5.098
H  -3.388  -5.895  2.981
C  -3.271  -5.205  2.096
H  0.682  -1.933  -8.924
H  3.960  -3.746  -7.483
C  -4.445  -1.787  1.717
H  2.234  -2.087  8.094
C  -2.563  2.391  6.406
C  -0.335  2.681  5.460
H  -1.635  -1.532  -1.323
H  -3.649  1.287  0.386
H  -0.288  -3.455  6.495
C  0.783  -3.568  6.393
H  -0.447  6.695  1.228
C  4.688  1.544  -0.241
H  -0.505  -4.431  -7.493
H  -2.387  5.635  -1.676
H  0.296  2.568  0.243
H  -0.700  -2.959  -9.560
C  -2.898  -2.525  5.813
H  -2.179  -4.911  -2.985
H  -0.460  1.349  2.189
H  3.687  4.923  -2.590
N  -4.642  -3.105  -4.659
C  1.345  0.652  0.228
H  -1.922  4.358  2.270
H  -3.582  0.724  5.339
H  -3.981  4.838  -1.503
H  3.517  -2.902  1.028
H  1.452  3.190  6.362
C  2.971  3.623  2.393
C  -2.759  -3.571  4.769
H  4.548  -3.156  5.713
H  6.634  1.150  -2.501
H  5.669  2.038  -0.418
H  2.654  -1.954  2.192
C  0.231  -2.902  -8.961
H  -1.289  3.453  -1.956
H  3.671  9.433  -0.725
C  3.714  9.077  0.307
H  2.781  2.167  -3.706
C  -4.418  1.967  0.053
H  3.896  -5.388  -6.855
H  2.144  0.911  0.895
H  3.981  -2.565  7.361
C  -4.774  -1.099  -6.078
H  -0.109  -2.096  -0.748
H  2.716  -2.990  -1.751
H  3.306  -4.011  6.549
H  3.802  -2.215  -3.909
H  -5.353  1.416  0.255
H  1.414  1.610  -4.773
C  -0.104  -3.386  -7.572
H  6.179  -0.414  -2.042
H  0.625  5.202  1.389
H  2.958  -1.148  5.470
H  1.517  -5.411  -6.557
C  0.163  0.408  2.344
C  0.949  -4.508  5.164
H  -0.797  -2.588  -7.108
H  0.666  -1.088  -5.490
H  -6.838  -5.001  -4.770
H  1.610  7.399  1.741
H  -0.298  -0.263  4.358

Forces on the atoms, in the same order (eV/Å):
0.4996 0.3367 -0.6647
-0.4685 0.1446 -0.1628
0.7333 0.4008 -0.6098
2.1434 -1.1805 -0.4593
-0.3906 1.7595 0.9609
-0.9174 -0.8218 -0.6874
0.0593 -0.8431 0.8669
0.4701 0.3283 0.2606
0.9951 -0.2171 -0.3673
-0.0112 -0.8425 -1.0721
-1.1874 -0.4707 -0.1149
-1.7179 1.0487 0.8157
0.0572 -0.9252 -1.4378
0.0692 -0.0898 0.2556
0.1290 0.0754 -0.1619
0.5028 -0.2532 -0.3174
-0.8825 -0.7647 1.8746
-0.6294 0.6522 0.8992
-0.5826 0.4525 -1.0012
-0.0774 0.5269 -0.2760
0.4583 -0.8362 0.5150
-0.4044 0.2610 0.2552
-0.3057 0.7132 0.5994
0.0351 1.4633 -0.8745
0.3340 0.1023 -0.3028
1.3298 -1.1845 0.6718
0.0555 0.1391 0.0968
-0.0555 -0.5990 -0.4440
0.2169 0.5219 0.3725
-0.4369 -0.8047 0.5247
-0.7718 0.7503 -0.9194
-0.3805 -0.3875 -0.2564
0.3440 0.2049 -0.5221
0.4040 -0.5598 1.1500
-0.0465 -0.3207 -0.2242
-0.5898 0.1911 0.6709
-0.1348 0.1852 -0.4425
-0.2991 -0.5589 0.7797
0.1520 -0.4058 -1.2718
-0.4623 -0.3283 -0.5234
-0.3572 0.5908 0.4267
0.9924 0.7312 1.0334
3.0996 -2.0714 -0.6591
-0.1523 0.4603 1.6197
0.2090 -0.6289 0.6668
-0.4519 -0.2674 1.6608
0.1856 -0.0781 -0.7278
-1.1120 -0.3692 -0.6170
-0.4090 -0.2501 -0.3211
-0.9245 -0.5293 -0.3267
-0.2224 -1.2414 2.0643
0.4638 -0.0743 -0.0482
0.5675 -0.2475 -0.2190
1.5438 0.2448 -0.6333
-0.2772 0.3059 -0.4256
-0.3953 0.2568 0.4386
-0.1852 0.6095 -0.9506
0.1368 0.1641 -0.1465
0.2316 0.3130 -0.0545
-2.0716 0.5261 -0.3344
0.1856 1.4459 -0.1720
0.3612 -0.3838 0.2137
-0.1440 0.4339 -0.7809
0.6283 -1.2165 -0.6623
0.3313 -0.0274 -0.2949
0.3636 -0.6167 0.3691
0.1636 -0.5671 -0.3632
-1.1606 1.2524 1.0344
-0.5009 -1.0507 -0.0659
-0.5369 -0.6622 -1.2141
0.2345 -0.7741 0.4951
-0.0693 1.6375 0.3253
-0.0801 0.7275 0.2998
0.2188 0.7871 0.6301
-0.0084 0.2357 -0.1442
0.1714 0.2138 0.0135
0.0009 -0.0167 0.1968
-1.0684 -0.3588 -0.3861
0.4771 -0.8526 -2.4265
0.2751 0.0484 -0.1410
0.8108 0.0457 -0.9344
-0.1545 -0.2329 -0.5436
1.2202 -1.0419 0.3489
0.1402 0.1820 -0.0515
0.7903 -0.0069 0.0329
1.0957 -0.1690 -1.7768
-0.1061 -0.3289 0.2312
0.9759 -0.3571 -0.8635
-0.2164 -0.5721 -0.3259
-0.3043 -0.3121 0.1928
0.3700 0.0324 -0.3608
-1.1233 0.3434 0.8077
0.1869 0.6483 0.1784
0.0315 -1.4287 -0.8168
-0.8345 0.2964 -0.8421
0.3446 0.1394 0.2750
0.3292 -0.0095 0.4252
0.0295 -0.1543 0.2760
-0.5927 1.0451 0.1824
0.2536 0.3662 0.1440
-0.2136 -0.1896 0.0059
-0.3433 -0.6397 1.0326
0.2412 -1.1371 -0.8454
0.1186 -0.4967 0.0672
-0.7677 0.1239 -0.5524
-1.4403 1.3095 1.3039
-0.5311 -0.3259 -0.1289
0.0846 -0.1241 0.0116
0.1238 -0.3791 0.3690
0.5019 0.5877 -0.8902
-0.7236 0.3121 0.4350
-0.2244 0.3469 0.0675
-0.8017 0.3835 0.0121
2.2081 2.4605 -0.7313
-0.2808 0.9336 0.4016
-0.5637 -0.0892 0.3408
0.6209 0.2448 -1.5431
-0.5213 -0.3030 -0.6517
0.7429 -0.1428 -0.1187
0.1996 0.2940 -0.1575
-0.0397 -0.0192 0.1833
-0.0782 -0.3532 0.0351
0.4879 1.2900 0.1044
0.6829 0.2151 -0.3773
0.5425 -0.1271 -0.3759
0.4065 0.3687 0.0866
-0.3310 -0.8929 0.3157
-0.4089 -0.0919 0.0116
0.3962 -0.3385 -0.0342
0.5290 -0.3894 -0.6265
2.0811 1.2901 1.5498
-0.0824 -0.1190 2.0118
-0.1614 -0.7023 0.3951
0.1026 -0.0518 -0.2488
-0.0832 -0.8670 -0.2231
-0.3932 -0.7896 0.5044
-0.1054 0.1124 -1.2533
0.0889 -0.5318 -0.2674
-0.0024 1.4864 -0.4806
-1.2951 2.2409 -0.2683
-0.4554 0.6045 1.1398
-1.5906 0.2542 -1.8327
0.2639 0.5125 -0.3928
0.5832 0.7385 0.0773
1.1453 -0.2823 0.7825
-0.5278 -0.0569 -1.2046
-0.4600 -0.9900 -0.0359
0.0983 -0.4373 1.3273
0.3952 -0.7879 0.7933
-0.1735 0.2768 -0.6362
-0.1412 0.3820 0.2240
-0.4070 -0.3707 -1.2432
0.5875 -0.3841 -1.3244
-0.2780 0.7928 -0.8766
-1.0679 0.2056 -0.0620
-0.0703 0.7063 -0.0276
-0.7351 -0.3771 0.2702
0.0560 -0.9084 0.9184
-0.2234 0.0763 0.5293
-0.9883 1.4754 0.2482
0.4518 -1.2345 0.6110
-0.6119 0.0203 -0.1516
0.5931 0.3775 0.3709
-0.2473 -0.0582 0.6466
0.5801 -0.7271 0.2490
-0.1000 -0.9059 -0.0518
0.8983 -0.3609 -0.9689
-0.4638 0.8659 -0.4588
-0.2498 -0.5856 -0.2535
-0.7363 0.3466 0.5997
0.4583 0.5626 0.1301
-0.6355 0.1773 0.1397
-0.0253 0.2662 0.5970
0.6520 -0.4521 0.2667
-0.1916 0.0912 0.3073
0.2551 -0.7971 1.2801
-0.1445 -0.8783 -0.2758
-0.0263 -0.2322 0.6067
0.5972 0.2278 0.3603
0.0132 0.2305 -0.0236
0.1228 -0.1532 0.2464
-0.8476 0.3804 1.0319
1.8433 1.1065 -0.3371
0.0741 -0.2686 -1.8151
0.4909 0.3298 0.1335
-0.1209 0.1988 -0.3598
-0.8118 -0.1383 0.3065
-0.4438 0.7865 0.1566
-1.2901 -1.1628 -0.6175
-0.6749 -0.1981 0.2615
-0.1561 -0.9849 -0.2549
1.6300 0.4134 0.0367
-0.6750 -0.8400 -0.2809
-1.1618 0.1493 -1.1831
-0.0159 -0.3965 -0.2020
0.5202 0.3004 0.4749
0.2466 -0.2547 -0.7783
0.7102 -0.5213 1.4538
0.0787 0.1578 0.2051
0.4211 0.8209 -0.6148
0.2447 0.5652 0.1247
-0.4790 -0.9014 -1.2393
0.0883 0.8186 0.4470
0.3691 -0.2221 0.2838
0.1371 0.8913 1.8828
-0.3540 -1.0277 1.2742
-0.2220 0.6544 -0.2111
-0.0615 -0.0128 0.1410
0.0990 -0.4102 0.4331
-1.1197 1.1191 0.1875
0.3294 0.9091 0.9981
0.6702 -1.6173 -0.6490
0.0681 0.4969 -0.1710
-0.2142 0.1109 0.9798
0.4431 0.6704 1.1052
0.0205 -0.0835 0.0156

Results
frontier orbital gap = 8.51 eV
spin multiplicity = 1
charge = 0
SMILES = CCN(CC)CC.CCN(CC)CC.CCN(CC)CC.CCN(CC)CC.CCN(CC)CC.CCN(CC)CC.CCN(CC)CC.CCN(CC)CC.CCN(CC)CC.CC#N.CC#N.CC#N